{
  "formula": "C30H45N4O3PPdS",
  "method": "wB97M-V/def2-TZVPD",
  "orbital_gap_ev": [8.504, 5.499],
  "homo_energy_ev": [-19.64, -19.80],
  "charge": 4,
  "spin_multiplicity": 5,
  "elements": ["Pd", "N", "C", "C", "C", "C", "C", "C", "N", "C", "C", "C", "S", "C", "N", "H", "H", "H", "H", "H", "H", "H", "N", "C", "C", "O", "O", "H", "H", "H", "H", "H", "O", "P", "C", "C", "C", "C", "C", "C", "C", "C", "C", "C", "C", "C", "C", "C", "C", "C", "C", "C", "H", "H", "H", "H", "H", "H", "H", "H", "H", "H", "H", "H", "H", "H", "H", "H", "H", "H", "H", "H", "H", "H", "H", "H", "H", "H", "H", "H", "H", "H", "H", "H", "H"],
  "xyz": [[0.960, -0.194, 1.375], [-0.725, -2.549, 4.522], [-0.635, -3.684, 3.730], [-0.934, -4.994, 3.958], [-0.690, -5.856, 2.877], [-0.161, -5.404, 1.606], [0.129, -4.102, 1.388], [-0.107, -3.201, 2.472], [0.085, -1.883, 2.548], [-0.291, -1.506, 3.802], [-0.174, -0.139, 4.206], [-0.513, 0.450, 5.395], [-0.176, 2.103, 5.339], [0.412, 1.941, 3.743], [0.358, 0.732, 3.267], [-1.064, -2.521, 5.475], [-1.330, -5.365, 4.894], [-0.906, -6.911, 2.997], [0.000, -6.141, 0.830], [0.529, -3.747, 0.448], [-0.946, 0.005, 6.279], [0.785, 2.787, 3.182], [5.765, 0.275, 1.914], [4.789, 1.238, 1.282], [3.389, 0.656, 1.321], [3.202, -0.455, 1.877], [2.459, 1.320, 0.795], [6.241, 0.682, 2.724], [6.492, -0.026, 1.260], [5.243, -0.554, 2.231], [5.092, 1.431, 0.256], [4.821, 2.178, 1.829], [-0.619, 0.773, 0.157], [-0.708, 0.824, -1.358], [-2.360, 0.178, -1.950], [-2.246, -1.364, -1.890], [-2.507, -1.889, -0.489], [-3.950, -1.560, -0.042], [-4.548, -0.394, -0.833], [-3.514, 0.723, -1.094], [-0.739, 2.661, -2.009], [0.423, 3.358, -1.284], [-0.094, 4.272, -0.198], [-1.004, 5.373, -0.786], [-1.781, 4.877, -2.004], [-2.060, 3.332, -1.876], [0.751, 0.113, -2.129], [1.242, -1.179, -1.458], [2.677, -1.507, -1.902], [2.958, -1.003, -3.328], [1.696, -1.059, -4.184], [0.638, -0.062, -3.669], [-2.421, 0.524, -2.985], [-1.325, -1.741, -2.325], [-3.030, -1.704, -2.578], [-1.789, -1.427, 0.204], [-2.322, -2.964, -0.460], [-3.964, -1.333, 1.026], [-4.582, -2.436, -0.182], [-5.384, 0.047, -0.293], [-4.948, -0.735, -1.788], [-3.161, 1.087, -0.125], [-3.998, 1.553, -1.601], [-0.501, 2.429, -3.057], [0.920, 3.916, -2.093], [1.189, 2.682, -0.899], [0.749, 4.699, 0.346], [-0.661, 3.679, 0.533], [-0.387, 6.221, -1.082], [-1.688, 5.725, -0.017], [-1.242, 5.050, -2.935], [-2.753, 5.361, -2.094], [-2.766, 2.995, -2.631], [-2.506, 3.193, -0.885], [1.512, 0.874, -1.924], [0.558, -2.004, -1.660], [1.214, -1.094, -0.346], [2.815, -2.588, -1.858], [3.388, -1.071, -1.197], [3.749, -1.604, -3.772], [3.335, 0.024, -3.304], [1.291, -2.075, -4.185], [1.925, -0.823, -5.221], [-0.355, -0.404, -3.959], [0.785, 0.908, -4.148]],
  "forces_ev_per_a": [[0.04, 0.34, 0.21], [-0.03, -0.05, -0.05], [0.12, 0.39, -0.15], [0.00, -0.21, -0.10], [0.10, 0.07, -0.24], [-0.18, -0.31, 0.35], [-0.01, 0.25, 0.17], [-0.09, -0.33, -0.03], [-0.13, 0.13, 0.05], [0.04, -0.14, -0.10], [0.04, 0.03, -0.08], [-0.06, -0.03, -0.01], [0.03, 0.19, 0.07], [-0.02, 0.05, -0.09], [-0.05, -0.10, 0.28], [0.02, -0.01, 0.02], [0.01, 0.00, -0.01], [0.01, 0.00, -0.02], [-0.02, -0.03, 0.03], [0.00, 0.03, 0.01], [0.01, -0.01, -0.02], [0.02, -0.02, 0.01], [0.01, 0.10, -0.03], [0.24, -0.06, 0.07], [0.01, 0.02, -0.02], [0.01, 0.02, 0.04], [0.10, -0.02, -0.04], [0.00, -0.01, -0.03], [-0.01, 0.00, 0.02], [-0.06, -0.03, 0.00], [-0.02, 0.01, -0.01], [-0.04, 0.03, -0.03], [-0.12, -0.05, -0.24], [-0.60, -0.25, 0.52], [0.44, 0.16, 0.06], [-0.29, 0.11, -0.13], [-0.04, 0.06, 0.04], [0.05, -0.01, -0.08], [0.11, 0.18, 0.05], [-0.15, -0.30, 0.02], [0.26, 0.30, -0.20], [-0.14, -0.10, -0.11], [-0.02, 0.09, 0.03], [0.04, -0.11, -0.06], [0.05, 0.03, 0.08], [0.01, -0.06, 0.15], [0.19, -0.07, -0.20], [-0.04, 0.01, 0.01], [-0.07, -0.02, -0.03], [0.00, -0.02, 0.00], [-0.01, 0.05, 0.05], [0.06, -0.06, 0.08], [-0.06, -0.07, -0.02], [0.13, 0.03, -0.03], [0.03, -0.08, 0.06], [-0.01, -0.02, -0.01], [-0.04, -0.01, -0.01], [0.00, 0.02, 0.01], [-0.03, -0.02, 0.02], [-0.04, -0.05, 0.01], [-0.01, -0.02, -0.03], [0.06, -0.03, 0.02], [-0.03, -0.03, 0.01], [-0.03, -0.05, 0.04], [0.01, 0.05, 0.06], [0.00, 0.00, 0.00], [-0.02, 0.05, 0.00], [0.00, -0.01, -0.04], [0.00, 0.04, 0.00], [-0.02, 0.01, 0.02], [0.01, 0.01, -0.02], [-0.01, 0.00, 0.00], [0.02, 0.08, -0.05], [0.03, 0.06, -0.01], [0.05, -0.01, -0.01], [0.04, -0.02, -0.12], [0.13, -0.15, -0.18], [0.01, 0.00, 0.01], [0.02, 0.03, -0.02], [0.00, 0.01, -0.02], [-0.01, 0.01, 0.00], [0.00, 0.01, 0.03], [0.00, -0.02, -0.02], [-0.08, -0.03, 0.00], [0.04, 0.01, 0.02]]
}